Entry 1:
Molecular formula: C8H16ORuS4
Method: DFT, ωB97M-V/def2-TZVPD

```
30
Properties=species:S:1:pos:R:3:forces:R:3:mulliken_spin:R:1
H 0.542023 -2.243457 0.316659 -0.1 0.1 0.1 -0.002
H -3.003669 2.377427 0.327496 0.0 -0.1 0.0 0.004
C -1.036285 -0.720395 2.031740 -0.4 0.5 -0.1 -0.019
H 2.350426 0.085870 -3.064261 0.1 0.0 0.1 0.001
C -1.662473 0.654203 2.375366 0.6 -0.4 -0.1 0.012
H -2.732713 0.637338 2.173696 0.0 0.0 -0.1 0.004
H -2.038893 0.508152 -1.005913 0.2 0.0 -0.1 -0.002
H -0.272571 -0.852099 -1.798064 -0.2 0.1 -0.1 0.002
H -1.537395 0.856650 3.438617 0.0 0.2 0.0 0.001
H 2.927961 -2.465201 -0.362369 -0.1 0.0 0.0 0.004
H -2.274255 1.902329 -2.059397 0.0 0.1 0.0 0.016
H 1.955697 -1.538101 -2.531445 0.0 0.0 0.1 0.004
C 1.324919 -1.976755 1.026237 0.3 0.1 -0.6 -0.009
C -1.711591 1.528483 -1.204295 -0.2 0.0 0.6 -0.009
C 0.303954 -0.128592 -2.368952 0.5 -0.4 0.2 -0.019
C 1.810899 -0.482146 -2.307028 -0.5 0.5 0.1 0.012
S 0.043533 1.519174 -1.664426 -0.5 1.1 -1.8 0.476
H 1.478298 -2.825016 1.692930 0.1 0.0 0.0 0.016
S 0.768921 -0.577309 2.038515 0.5 -1.1 1.8 0.476
C -1.957186 2.431499 0.029020 0.3 -0.4 -0.4 0.006
H -1.328999 -1.483899 2.751863 0.0 0.2 0.2 0.019
S 2.699727 -0.110973 -0.733772 1.2 -0.3 -0.2 0.041
S -0.952269 2.136769 1.538392 -0.6 1.0 0.5 0.041
H -1.756927 3.469868 -0.238599 0.1 0.0 0.2 -0.003
Ru 1.248915 1.447847 0.575065 -1.0 -1.1 -0.4 2.391
O 0.151373 0.175485 0.069697 -0.4 -0.5 -0.2 0.514
H -0.065512 -0.132743 -3.393977 0.2 0.1 -0.1 0.019
H 3.443794 -1.514326 1.015314 0.1 0.1 -0.1 -0.003
C 2.641846 -1.637795 0.286227 -0.5 0.1 0.3 0.006
H -1.361550 -1.042287 1.045662 0.1 -0.2 0.0 0.002
```
Forces are in eV/Å.

Results
**HOMO-LUMO gap (alpha / beta)**: 7.15 / 7.03 eV
**Total charge**: +2
**LUMO energy (alpha / beta)**: -8.11 / -9.17 eV
**2S+1**: 5
**Largest force on an atom**: 2.166 eV Å⁻¹
**Molecular weight**: 357.55 g mol⁻¹
**HOMO energy (alpha / beta)**: -15.3 / -16.2 eV

***

Entry 2:
Molecular formula: C28H25BN3O5PS2Se3TeZn
Method: DFT, ωB97M-V/def2-TZVPD

```
70
Properties=species:S:1:pos:R:3:forces:R:3:lowdin_charge:R:1
O 0.439705 1.219691 -3.554960 0.0 0.0 -0.1 0.084
H 1.728433 -3.443611 1.518939 0.0 0.0 0.0 0.091
Se -1.134825 4.723234 -0.636315 0.2 -0.3 0.0 -0.178
H 2.810764 -1.638649 -0.961188 0.0 0.0 0.0 0.104
S -0.673878 -2.029377 -2.594867 0.0 0.1 -0.1 0.563
Te -5.116427 4.942881 -1.419780 0.1 -0.1 0.2 -0.147
H 1.217451 1.734318 5.627260 0.0 0.0 0.0 0.069
O -0.210113 -2.329169 -3.924649 -0.1 0.0 0.0 -0.275
H 1.446368 -6.256176 -1.680369 0.0 0.0 0.0 0.096
H 2.228736 -5.651777 0.601661 0.0 0.0 0.0 0.095
H 0.208851 -4.570961 -3.019418 0.0 0.0 0.0 0.110
C 1.355997 -1.626326 3.175311 0.0 0.0 0.0 -0.118
H 1.204000 1.221784 3.933296 0.0 0.0 0.0 0.053
H -0.962450 2.885284 5.334396 0.0 0.0 0.0 0.095
C 2.047174 0.954660 1.081133 0.0 0.0 0.0 -0.118
H -4.900865 2.899782 1.290362 0.0 0.0 -0.1 0.057
H 0.027958 1.801234 -8.084215 0.0 0.0 0.0 0.080
H 1.484025 1.800874 -6.048189 0.0 0.0 0.0 0.105
C 1.227023 -2.041245 4.493490 0.0 0.0 0.0 -0.107
C -0.397215 1.565213 -7.115390 0.0 0.0 0.0 -0.135
S -3.010096 2.611709 3.419008 0.0 -0.1 0.0 1.030
H 0.177072 3.500740 4.154786 0.0 0.0 0.0 0.106
B -0.596246 0.771094 -2.612986 0.0 0.1 0.3 -0.848
N -1.951393 1.751066 1.274016 0.3 0.1 -0.2 -0.050
C 0.530159 -4.349093 -2.010376 0.1 0.0 -0.1 -0.065
C -3.096989 2.153816 1.752944 -0.1 -0.1 -0.1 -0.745
C -1.128738 -2.357460 4.162172 0.0 0.0 0.0 -0.094
C 0.249976 -1.587117 2.328013 0.1 0.0 0.0 -0.376
H 2.327875 -1.327898 2.798159 0.0 0.0 0.0 0.107
N -0.937452 1.826232 2.195726 0.0 0.0 0.0 0.004
C 0.572090 1.464315 4.788617 0.0 0.0 -0.1 -0.094
O -1.837176 0.679257 -3.390252 0.1 0.0 -0.1 0.055
P 0.256510 -1.078563 0.553255 -0.1 -0.1 0.1 1.140
H 5.145114 1.809777 0.011236 0.0 0.0 0.0 0.092
H 1.227232 1.339735 1.680065 0.0 0.0 -0.1 0.063
C 1.896156 -0.269443 0.419758 -0.1 0.2 -0.1 -0.364
C -1.310818 2.285189 3.332243 -0.1 0.0 0.1 -0.677
C -1.745488 1.268824 -7.013365 0.0 0.0 0.0 -0.130
C -0.145352 1.260728 -4.770633 0.0 0.0 0.0 -0.229
O -0.185509 -0.671852 -2.122973 0.1 -0.1 0.0 -0.262
C -0.015565 -2.411734 4.990008 0.0 0.0 0.0 -0.115
H 0.020104 0.560952 5.051542 0.0 0.0 0.0 0.065
C -2.324737 0.953941 -5.776771 0.0 0.0 0.0 -0.003
C 0.429118 1.565837 -5.983143 0.0 0.0 0.0 -0.017
C 4.084623 0.031262 -0.552343 0.0 0.0 0.0 -0.090
C 1.385739 -3.686460 0.522202 -0.1 0.0 0.0 -0.085
Zn -0.884593 2.017641 -0.892808 -0.4 0.1 0.3 0.564
H -1.868008 -1.879056 2.203647 0.0 0.0 0.0 0.106
C 1.668473 -4.940375 0.006357 0.0 0.0 0.0 -0.090
C 1.230880 -5.279356 -1.264804 0.0 0.0 0.0 -0.089
H -2.106272 -2.623482 4.545902 0.0 0.0 0.0 0.097
H 2.099254 -2.069726 5.136288 0.0 0.0 0.0 0.097
C -0.377873 2.607377 4.454377 0.0 0.0 0.1 -0.243
C -1.506406 0.946330 -4.671676 0.0 0.0 0.0 -0.226
H 4.866406 -0.323370 -1.213242 0.0 0.0 0.0 0.095
H -2.366662 1.285546 -7.901293 0.0 0.0 0.0 0.082
C 0.655171 -2.736576 -0.197199 0.0 0.0 -0.1 -0.305
H 3.309400 2.637451 1.461977 0.0 0.0 0.0 0.103
C 3.214780 1.688865 0.947716 0.0 0.0 0.0 -0.080
H -4.099957 2.140836 0.054873 0.0 0.0 0.0 -0.020
Se -1.481940 5.322236 1.568484 0.0 0.0 0.0 -0.228
N -4.266175 2.145969 1.059246 0.0 0.0 0.2 0.070
H -0.119297 -2.720810 6.023392 0.0 0.0 0.0 0.092
H -3.379493 0.733933 -5.678000 0.0 0.0 0.0 0.112
C 4.239584 1.227208 0.130956 0.0 0.0 0.0 -0.103
C -0.994932 -1.943598 2.844292 0.0 0.0 0.0 -0.096
O -2.062637 -2.262938 -2.313559 0.0 0.0 0.1 -0.264
C 0.252487 -3.090048 -1.490391 0.0 0.1 0.1 -0.241
C 2.919878 -0.713199 -0.410320 0.0 0.0 0.0 -0.073
Se -2.989008 3.572616 -1.621660 -0.3 0.4 -0.5 -0.301
```
Forces are in eV/Å.

Results
**ΔE to the lowest compared entry with this formula, charge and spin**: 0.00 kcal/mol
**HOMO-LUMO gap**: 5.14 eV
**Total charge**: -2
**LUMO energy**: 3.84 eV
**2S+1**: 1
**Largest force on an atom**: 0.680 eV Å⁻¹
**Molecular weight**: 1019.31 g mol⁻¹
**HOMO energy**: -1.3 eV

***

Entry 3:
Molecular formula: C3H4FNO
Method: DFT, ωB97M-V/def2-TZVPD

```
10
Properties=species:S:1:pos:R:3:forces:R:3:lowdin_charge:R:1
H 0.894203 1.227133 1.010263 -0.4 -0.1 0.6 0.113
F -1.973935 1.439910 -0.016244 0.9 -1.3 0.1 0.017
O -1.686330 -1.675907 0.039202 1.4 1.0 -1.0 0.077
C -0.843639 -0.811673 -0.147595 -1.9 -2.3 1.7 -0.439
C 0.572476 0.840677 0.056247 -3.0 -3.5 2.6 -0.009
H 1.257665 -1.024699 -0.870690 1.2 -0.9 -2.9 0.074
C 0.694401 -0.728527 -0.083520 -1.1 1.8 1.7 -0.010
H 0.892944 1.462054 -0.646173 1.5 2.2 -3.4 0.061
H 1.101907 -1.251012 0.762099 -0.1 0.1 0.7 0.117
N -0.909695 0.522040 -0.103587 1.4 3.0 -0.1 -0.001
```
Forces are in eV/Å.

Results
**ΔE to the lowest compared entry with this formula, charge and spin**: 69.84 kcal/mol
**HOMO-LUMO gap**: 10.94 eV
**LUMO energy**: 0.83 eV
**2S+1**: 1
**Largest force on an atom**: 5.261 eV Å⁻¹
**Molecular weight**: 89.07 g mol⁻¹
**HOMO energy**: -10.1 eV

***

Entry 4:
Molecular formula: C46H36F5MnN2OP2S3
Method: DFT, ωB97M-V/def2-TZVPD

```
96
Properties=species:S:1:pos:R:3:forces:R:3:mulliken_spin:R:1
H 3.096459 2.836475 0.391124 0.0 0.0 0.0 0.000
H 3.159918 -1.153343 -0.029413 0.1 -0.2 0.0 -0.001
C 3.100197 1.981363 -3.620198 0.1 0.1 -0.1 0.000
C -1.464324 -0.100478 -3.496859 -0.2 1.7 -0.5 -0.008
C 1.160959 -0.461262 3.944557 0.0 0.2 -0.1 0.000
C 5.196030 -0.774150 0.529759 0.0 -0.1 -0.1 0.001
C 6.044994 -0.020355 1.327127 0.0 0.0 0.0 -0.001
C -0.290814 2.755544 0.554295 -0.1 0.1 0.4 0.007
C 5.530402 0.973102 2.150071 0.0 0.1 0.1 0.001
H 4.874092 0.680846 -3.735170 0.0 0.0 0.0 0.000
C -3.638799 -2.262678 4.723693 0.0 0.0 -0.1 -0.003
N 2.149100 1.469043 -2.625659 -0.1 -0.2 0.1 0.000
H 5.597922 -1.568365 -0.085134 0.0 0.0 0.0 0.000
C -1.960556 -2.736545 3.071021 0.0 0.2 -0.1 -0.007
H -4.116943 -2.493370 5.665424 0.0 0.0 0.0 0.000
H 6.191879 1.546355 2.785146 0.0 0.0 0.0 0.000
C -2.719727 1.191569 0.058374 -0.2 0.0 0.2 0.025
C -1.608374 -3.064647 -0.009675 -0.3 0.2 0.1 -0.010
H 1.519880 2.068855 -2.117950 -0.1 -0.1 0.2 -0.001
C -2.747920 -3.873638 0.031484 0.2 0.0 -0.1 0.000
H 0.623491 -5.338171 -1.176890 0.0 0.0 0.0 0.000
C -2.421988 -1.668072 2.298645 0.2 0.0 0.1 -0.003
C -3.494735 -0.899186 2.746964 0.1 -0.1 -0.1 -0.001
H 3.803161 0.531520 -5.129113 -0.1 0.0 0.0 0.000
C -1.442364 1.173931 -2.951840 -0.3 -0.8 -0.5 0.004
C -0.392289 -3.601546 -0.433819 -0.3 0.0 0.0 -0.003
F -3.815473 0.570443 -6.178996 0.0 0.0 -0.1 0.000
H -5.408828 2.111888 -1.781048 0.0 0.0 0.0 0.000
O -1.017122 0.713651 1.908169 0.1 -0.2 0.3 -0.017
H 3.363813 -1.997376 -4.622826 -0.1 0.0 0.0 0.000
C 1.054203 1.884565 5.431022 0.0 0.1 0.1 0.000
H 0.247926 5.715102 -1.003636 0.0 0.0 0.0 0.000
H -3.560806 -5.797197 -0.414515 0.0 0.0 0.0 0.000
C 0.469888 4.769422 -0.528672 -0.1 -0.1 0.0 -0.004
S -1.708272 1.943819 1.380153 -0.8 1.1 -0.4 0.003
H -4.945501 -0.618523 4.291689 0.0 0.0 0.0 0.000
C 1.194564 1.960925 4.053363 0.1 -0.1 -0.1 -0.004
H -1.420415 -6.724308 -1.219708 0.0 0.0 0.0 0.000
P -1.607100 -1.401299 0.706126 0.1 -0.5 -0.3 -0.046
H 3.768717 1.973202 2.845340 0.0 0.0 0.1 0.000
H -5.431827 -0.328343 -2.222255 0.0 0.0 0.0 0.000
C -3.673406 2.014227 -0.532698 0.1 0.1 0.0 -0.001
C -2.115803 2.247240 -3.472726 -0.2 -0.1 -0.2 0.001
H 2.791690 -2.400789 -2.992474 0.0 0.0 0.0 0.000
H 0.858741 0.605709 7.136007 0.0 0.0 0.0 0.000
C -4.652318 0.104787 -1.609401 0.0 0.0 0.0 0.002
C 2.068253 3.144909 0.253549 -0.1 0.2 -0.2 -0.016
C 1.267751 0.781663 3.319469 -0.1 -0.1 -0.1 -0.013
C -2.280682 -0.276235 -4.630366 0.6 0.0 0.6 0.002
H 4.484762 -1.914881 -3.262630 0.0 0.0 0.1 0.000
C 3.830409 -0.535669 0.553702 -0.1 0.3 0.0 0.001
H -3.887485 -0.084813 2.150736 0.0 0.0 0.0 0.000
F -0.697569 1.307289 -1.843150 0.5 1.0 0.3 0.037
H -3.713614 -1.783436 -1.231980 0.0 0.0 0.0 0.000
C -4.641632 1.473463 -1.364142 0.0 -0.1 0.1 0.001
S -0.549892 -1.382262 -2.797791 1.0 -1.8 0.2 -0.009
C -2.928520 2.049528 -4.589116 0.4 -0.6 0.3 0.001
N 3.092238 -0.364373 -3.355959 -0.3 0.1 0.3 0.000
H -1.133366 -3.339122 2.714951 0.0 -0.1 0.1 0.000
C 2.184285 0.143969 -2.547780 0.8 0.7 -1.1 -0.004
H 3.770804 2.707918 -3.164510 0.0 0.0 0.0 0.000
H 7.107121 -0.222434 1.325523 0.0 0.0 0.0 0.000
C -2.728403 -0.207704 -0.164981 -0.1 -0.2 0.2 0.005
H -1.584878 4.313524 -0.156431 0.0 0.1 0.0 0.000
C -0.322430 -4.916233 -0.865700 0.1 0.0 0.0 0.000
S 1.196405 -0.856368 -1.519369 -2.3 0.1 -0.2 0.000
H 0.932251 -1.479437 5.813124 0.0 0.0 0.0 0.000
C 1.010588 -0.521297 5.318382 0.0 -0.1 0.0 0.002
C 1.788669 4.354939 -0.358984 0.1 -0.2 -0.1 0.001
F -2.015593 3.432807 -2.887097 -0.1 0.2 0.0 0.000
C 3.310938 0.472251 1.364159 -0.2 0.2 0.1 -0.006
H 1.014685 2.793289 6.015816 0.0 0.0 0.0 0.000
C 4.168038 1.215995 2.182532 0.0 -0.1 -0.2 -0.004
H 0.496900 -2.989519 -0.390149 0.1 -0.1 0.1 0.000
H -2.220660 -3.866001 4.867162 0.0 0.0 0.0 0.000
C -1.467554 -5.699989 -0.876965 0.0 0.1 0.0 0.000
C -3.022770 0.772183 -5.153715 0.1 0.4 0.3 0.000
C -4.101734 -1.204464 3.953964 0.0 0.0 0.1 0.002
F -2.365409 -1.467995 -5.175857 0.0 -0.4 -0.2 0.000
C -2.573283 -3.031553 4.276650 0.1 0.0 0.1 0.002
C 3.829709 0.697169 -4.052457 0.2 0.2 -0.1 0.000
H 2.569074 2.461927 -4.442094 0.0 0.0 0.0 0.000
C 0.967230 0.651472 6.061387 0.0 0.0 0.0 0.000
C -0.560615 3.976735 -0.057820 -0.1 0.0 -0.3 0.002
C -3.696677 -0.719018 -1.034410 0.1 0.2 -0.1 -0.003
H 1.258761 2.925721 3.562937 0.0 0.0 0.0 0.000
P 1.527015 0.718177 1.541335 0.4 0.1 0.1 0.018
C -2.673517 -5.178800 -0.425938 -0.2 0.0 0.0 0.000
H 1.191606 -1.363001 3.342002 0.0 -0.1 0.1 -0.004
Mn -0.173571 0.280906 0.168296 1.2 -1.3 0.6 1.068
C 3.448770 -1.752643 -3.563621 0.1 -0.3 -0.1 0.000
H -3.683193 3.076476 -0.318669 -0.1 0.0 0.0 -0.001
F -3.602614 3.049259 -5.084761 -0.3 0.3 -0.2 0.000
H 2.602540 4.986906 -0.689211 0.0 0.0 0.0 0.000
H -3.680286 -3.493365 0.430771 0.0 0.0 0.0 0.000
C 1.044779 2.322189 0.750296 0.2 0.0 0.5 -0.014
```
Forces are in eV/Å.

Results
**HOMO-LUMO gap (alpha / beta)**: 6.16 / 6.11 eV
**Total charge**: +3
**LUMO energy (alpha / beta)**: -9.65 / -9.65 eV
**2S+1**: 2
**Largest force on an atom**: 2.327 eV Å⁻¹
**Molecular weight**: 940.88 g mol⁻¹
**HOMO energy (alpha / beta)**: -15.8 / -15.8 eV

***

> 2S+1 of number 2 (C28H25BN3O5PS2Se3TeZn)?

1